# 1
{"formula": "C22H29N5PtS2", "method": "ωB97M-V with the def2-TZVPD basis set", "relative_energy_kcal_mol": 25.4, "orbital_gap_ev": 6.9, "energy_ev": -55652.4832, "lumo_energy_ev": -1.2, "species": ["C", "H", "H", "C", "C", "H", "C", "C", "H", "H", "C", "H", "H", "H", "H", "S", "N", "C", "C", "H", "C", "N", "H", "H", "C", "H", "H", "H", "H", "C", "C", "C", "N", "C", "H", "H", "C", "H", "H", "H", "S", "C", "C", "H", "C", "H", "H", "N", "H", "C", "H", "C", "H", "C", "H", "N", "H", "C", "Pt"], "xyz": [[-0.3602, 4.1972, -0.0182], [5.5559, -2.0349, 0.9706], [3.0681, -5.8549, 3.2927], [0.0258, -5.8453, -1.8605], [1.4193, 2.1143, -0.4184], [-0.8775, -4.3273, 3.1242], [0.0847, 1.8323, -0.0107], [-1.1116, -7.6643, -3.2377], [-1.0564, 5.0006, 0.1635], [2.8112, 3.6223, -1.0356], [2.0398, -6.1477, 3.0651], [1.2173, 5.4875, -0.6622], [0.7436, -5.7128, -1.0494], [-1.9593, -5.6910, -0.9883], [-1.2450, -2.9691, -1.1523], [-0.2317, -2.4401, 1.3697], [1.6986, -0.1015, -0.4435], [-0.6134, -3.8688, 0.5417], [2.1521, -2.4471, -0.8005], [2.3106, -6.3373, 0.9299], [-0.2720, -5.0959, 2.6358], [2.2516, 1.0748, -0.5439], [-1.2288, -8.7413, -3.3338], [1.2564, -4.3614, 3.9468], [-0.7763, 2.8866, 0.1974], [1.6361, -4.1917, 2.2448], [1.0498, -7.3988, 1.5835], [-0.5989, -6.0758, 2.9858], [2.7143, -4.4939, -1.0495], [1.2064, -4.8691, 2.9837], [-1.2473, -5.0513, -1.5249], [2.9915, -3.5319, -0.6429], [-0.9440, -3.8676, -0.7475], [1.8139, 3.4384, -0.6745], [-2.0989, -7.2203, -3.1389], [-1.7327, -4.7145, -2.4406], [-0.2348, -7.3401, -2.0352], [-1.7873, 2.7149, 0.5347], [4.8416, -4.2608, 0.1520], [1.6793, -6.7689, 3.8905], [-2.5879, 0.2096, 0.5997], [0.9224, 4.4657, -0.4707], [-2.3412, -0.8031, -0.6873], [0.4732, -5.4344, -2.7662], [4.2064, -3.3980, 0.0142], [0.7228, -7.8507, -2.1525], [-0.6574, -7.2920, -4.1522], [-0.5392, -5.0213, 1.2157], [-0.7073, -7.7331, -1.1300], [4.6089, -2.1501, 0.4631], [4.1066, -0.0640, 0.5907], [2.0289, -6.9620, 1.7754], [1.2121, -2.5393, -1.3267], [2.5339, -1.1927, -0.3109], [2.7418, -7.7794, 1.8495], [-2.2904, -1.5952, -1.5413], [-0.7439, -5.8772, 0.7285], [3.7989, -1.0504, 0.2808], [-0.2696, -0.1545, 0.2140]], "nbo_charge": [-0.149, 0.216, 0.206, -0.415, 0.061, 0.229, -0.152, -0.609, 0.214, 0.222, -0.392, 0.217, 0.207, 0.180, 0.459, -0.250, -0.254, 0.354, -0.214, 0.201, -0.227, -0.123, 0.213, 0.215, -0.262, 0.227, 0.188, 0.203, 0.212, -0.414, -0.233, -0.216, -0.618, -0.172, 0.202, 0.232, -0.390, 0.226, 0.214, 0.192, -0.091, -0.250, 0.045, 0.211, -0.208, 0.207, 0.205, -0.600, 0.185, -0.201, 0.231, -0.608, 0.232, 0.184, 0.214, -0.513, 0.402, -0.224, 0.579]}


# 2
{"formula": "C22H29NO7S", "method": "ωB97M-V with the def2-TZVPD basis set", "orbital_gap_ev": 8.5, "energy_ev": -49941.4839, "lumo_energy_ev": -0.8, "smiles": "CC(=O)OCCCCCCC1=CC(=O)C(CCCS(=O)(=O)O)=CC1=O.c1ccncc1", "species": ["N", "H", "H", "H", "C", "C", "H", "H", "H", "H", "H", "H", "H", "H", "O", "C", "H", "H", "H", "H", "C", "H", "C", "C", "H", "C", "H", "H", "C", "H", "H", "C", "O", "C", "C", "H", "O", "O", "H", "C", "H", "H", "H", "C", "O", "C", "C", "C", "S", "C", "H", "C", "C", "C", "O", "H", "C", "H", "C", "O"], "xyz": [[4.2398, -3.4170, 4.9719], [-2.5375, -1.2882, -2.4521], [-1.2257, -2.7647, -4.2846], [-2.8863, 2.8524, -0.4179], [-0.8393, -2.1314, -3.4831], [-1.5367, 3.2302, 1.2103], [5.5443, -6.0830, 3.3956], [0.7363, 4.0424, -2.5196], [-0.0295, 5.0169, -3.7785], [-0.6344, 3.5272, 0.6645], [-2.4770, 1.3913, 1.8056], [-2.9670, -1.4216, 2.0501], [0.5660, 1.3306, 1.9400], [-3.6626, 3.5641, 0.9892], [-1.4917, 5.2481, -0.9749], [-0.0809, -1.5975, -0.5988], [-2.7799, 5.7709, 0.4746], [0.5052, 5.7899, -2.2520], [-1.3267, 1.2449, 0.4630], [0.3484, -0.5163, 3.3654], [-1.8580, -2.1454, -2.3291], [-1.5472, 3.7597, 2.1685], [3.5333, -3.4636, 2.6786], [-2.7152, 4.9801, -0.2768], [-1.1841, 0.0520, -3.5976], [-2.7606, 3.6055, 0.3669], [-0.3987, 1.9208, 3.2913], [3.0102, -1.9916, 4.1514], [-1.2988, -2.0126, -0.9410], [0.0990, -2.5900, -3.1691], [-0.7954, -0.6922, -5.1416], [-0.5937, -0.1947, 2.9107], [-3.0173, -3.2868, 0.0646], [-2.2293, -2.3872, 0.1892], [-0.4170, 1.2574, 2.4200], [-3.5554, 5.1019, -0.9673], [1.2538, 0.5224, -5.3134], [1.3701, -1.5794, 1.2677], [2.1722, 0.8379, -5.3835], [3.5618, -2.9031, 3.9473], [-1.3771, -0.2649, 3.6693], [-2.4984, -3.0288, -2.3725], [0.7071, -1.3630, -1.3044], [4.9672, -5.1763, 3.5181], [1.1901, 0.8136, -2.8665], [-2.0878, -1.5898, 1.4360], [0.2519, -1.4448, 0.8420], [-0.5807, -0.7246, -4.0729], [1.1067, -0.1889, -3.8892], [4.9264, -4.5350, 4.7472], [5.4708, -4.9366, 5.5953], [0.0779, 4.8955, -2.7002], [-0.8920, -1.1035, 1.7605], [-1.4938, 1.7179, 1.4376], [-2.0620, 3.8040, -2.5844], [4.2606, -5.0990, 1.4889], [-1.2743, 4.5776, -2.1175], [2.9611, -2.9948, 1.8918], [4.2547, -4.6274, 2.4635], [1.9969, -1.3115, -3.8482]], "nbo_charge": [-0.421, 0.222, 0.229, 0.220, -0.420, -0.396, 0.216, 0.251, 0.237, 0.205, 0.191, 0.230, 0.207, 0.209, -0.513, -0.289, 0.190, 0.232, 0.202, 0.240, -0.432, 0.197, -0.261, -0.071, 0.258, -0.427, 0.210, 0.190, -0.010, 0.246, 0.262, -0.430, -0.503, 0.512, -0.390, 0.198, -0.883, -0.522, 0.509, 0.033, 0.214, 0.250, 0.239, -0.264, -0.935, -0.271, 0.524, -0.687, 2.354, 0.028, 0.189, -0.721, -0.004, -0.394, -0.610, 0.214, 0.802, 0.246, -0.171, -0.930]}